C4H4O in the gas phase, computed with wB97M-V/def2-TZVPD.

* HOMO: -9.861 eV
* DFT total energy: -229.9382 hartree
* strongest force on any atom: 0.0185 Eh/bohr
* charge: 0
* Kohn-Sham gap: 10.83 eV
* multiplicity: 1

```
9
Properties=species:S:1:pos:R:3:nbo_charge:R:1
C 1.5147 0.3231 0.8896 -0.14
C 1.1144 -0.5414 0.1373 -0.09
C -0.2048 -0.8010 -0.4404 -0.58
C -0.9371 0.5560 -0.3843 0.44
O -0.5423 1.4710 0.2928 -0.50
H 1.8867 1.0619 1.5564 0.23
H -0.3065 -1.3139 -1.4028 0.24
H -0.6620 -1.4459 0.3169 0.26
H -1.8631 0.6902 -0.9655 0.13
```



8 unconnected molecules or ions with the total composition C39H75NO9P in a non-equilibrium geometry, computed with wB97M-V/def2-TZVPD.

* HOMO: -4.468 eV
* DFT total energy: -2604.1905 hartree
* strongest force on any atom: 0.0314 Eh/bohr
* charge: -1
* Kohn-Sham gap: 6.77 eV
* multiplicity: 1

```
125
Properties=species:S:1:pos:R:3:lowdin_charge:R:1
N 0.2603 -3.2670 0.7242 -0.20
P -0.1635 -1.6677 -0.0359 0.47
O -0.0638 -0.9376 1.5541 -0.32
C -1.0661 0.0183 1.6397 -0.27
C -1.3591 0.6604 0.2606 -0.38
C -2.8193 0.6031 -0.1507 -0.14
C -3.7552 1.3404 0.8240 -0.17
C -5.2147 0.8830 0.7190 -0.15
C -5.3740 -0.6099 0.7694 -0.25
C -4.9373 -1.3785 1.8391 -0.04
C -5.1017 -2.7574 1.8236 -0.08
C -5.6675 -3.4177 0.7352 -0.10
C -6.0904 -2.6637 -0.3438 -0.11
C -5.9666 -1.2811 -0.3012 -0.05
O -0.6071 -0.1014 -0.6699 -0.36
H -0.3647 -3.4183 1.5012 -0.02
H 0.1074 -4.0067 0.0490 -0.02
H 1.2158 -1.3850 -0.3320 0.00
H -0.2990 -2.2355 -1.3757 -0.02
H -1.5707 -2.0048 0.1443 0.03
H -1.9937 -0.4381 2.0169 0.09
H -0.8667 0.7883 2.3885 0.10
H -0.9910 1.6877 0.2892 0.13
H -3.0945 -0.4286 -0.3159 0.10
H -2.8670 1.1542 -1.0870 0.10
H -3.4410 1.3007 1.8645 0.11
H -3.7392 2.3905 0.5477 0.08
H -5.7940 1.3162 1.5348 0.11
H -5.6525 1.2586 -0.2028 0.11
H -4.4676 -0.9054 2.6883 0.11
H -4.7719 -3.3520 2.6621 0.10
H -5.7603 -4.4894 0.7181 0.10
H -6.5142 -3.1156 -1.2240 0.10
H -6.3024 -0.7072 -1.1526 0.10
C -2.5708 -4.7524 -4.0887 -0.17
C -2.1254 -4.0835 -2.7933 -0.18
C -3.3498 -4.2533 -1.9172 -0.19
O -3.9736 -5.4863 -2.3305 -0.15
C -3.3972 -5.9197 -3.5608 -0.22
H -1.7463 -5.0703 -4.7271 0.11
H -3.2037 -4.0703 -4.6631 0.11
H -1.2753 -4.6205 -2.3659 0.12
H -1.8417 -3.0423 -2.9098 0.08
H -4.0734 -3.4466 -2.0578 0.10
H -3.0997 -4.3101 -0.8584 0.11
H -2.7620 -6.7922 -3.3617 0.11
H -4.1950 -6.2233 -4.2427 0.11
C 4.2046 0.4734 1.0665 -0.17
C 3.2506 -0.2714 1.9956 -0.17
C 3.6429 -1.7136 1.7396 -0.19
O 5.0513 -1.7073 1.4155 -0.17
C 5.4723 -0.3654 1.1816 -0.23
H 4.3633 1.5164 1.3423 0.11
H 3.8233 0.4431 0.0436 0.11
H 3.4551 0.0013 3.0373 0.11
H 2.1957 -0.0921 1.7917 0.09
H 3.0893 -2.1231 0.8928 0.10
H 3.4786 -2.3576 2.6043 0.11
H 6.0890 -0.0355 2.0303 0.10
H 6.0866 -0.3371 0.2789 0.11
C 0.9654 1.0791 6.3594 -0.17
C -0.1932 0.9298 7.3416 -0.18
C -1.1274 2.0436 6.8862 -0.22
O -0.9310 2.1868 5.4820 -0.14
C 0.2347 1.4562 5.0783 -0.20
H 1.5675 0.1789 6.2487 0.11
H 1.6223 1.8934 6.6764 0.11
H -0.6726 -0.0424 7.2085 0.11
H 0.0996 1.0253 8.3869 0.11
H -0.8776 2.9936 7.3745 0.11
H -2.1784 1.8223 7.0794 0.11
H -0.0836 0.5672 4.5271 0.11
H 0.8355 2.0764 4.4128 0.12
C -2.0454 5.1948 -2.2087 -0.16
C -1.2570 5.6776 -0.9947 -0.17
C -2.3238 5.6625 0.0937 -0.20
O -3.2292 4.6124 -0.2445 -0.15
C -2.9722 4.1670 -1.5826 -0.19
H -1.4276 4.7739 -2.9981 0.08
H -2.6249 6.0219 -2.6300 0.12
H -0.4670 4.9617 -0.7555 0.11
H -0.8001 6.6585 -1.1262 0.11
H -2.8788 6.6082 0.1205 0.11
H -1.9142 5.4732 1.0868 0.12
H -2.4920 3.1862 -1.5343 0.10
H -3.9195 4.0636 -2.1137 0.12
C 1.1368 4.4054 -6.6294 -0.17
C 1.9403 4.8825 -5.4235 -0.17
C 0.8852 4.8700 -4.3268 -0.21
O -0.0311 3.8208 -4.6558 -0.15
C 0.2119 3.3782 -5.9928 -0.20
H 1.7477 3.9854 -7.4273 0.11
H 0.5551 5.2325 -7.0437 0.11
H 2.7320 4.1665 -5.1924 0.11
H 2.3962 5.8623 -5.5588 0.11
H 0.3320 5.8161 -4.2989 0.12
H 1.3044 4.6853 -3.3372 0.12
H 0.6860 2.3917 -5.9500 0.10
H -0.7409 3.2811 -6.5145 0.12
C 1.0095 -0.7610 -5.7157 -0.18
C 1.4039 -0.1603 -4.3670 -0.16
C 0.1533 -0.4106 -3.5356 -0.19
O -0.4260 -1.6176 -4.0513 -0.16
C 0.1921 -1.9722 -5.2830 -0.21
H 1.8581 -1.0282 -6.3455 0.10
H 0.3805 -0.0592 -6.2696 0.10
H 2.2513 -0.7071 -3.9473 0.12
H 1.6709 0.8946 -4.4164 0.09
H -0.5724 0.4011 -3.6522 0.12
H 0.3565 -0.5372 -2.4723 0.07
H 0.8378 -2.8426 -5.1138 0.12
H -0.5779 -2.2492 -6.0062 0.11
C 6.9712 -2.1010 4.1068 -0.17
C 7.1062 -3.4172 4.8663 -0.17
C 8.1860 -3.0790 5.8861 -0.22
O 8.0471 -1.6874 6.1770 -0.15
C 7.1627 -1.0851 5.2231 -0.20
H 6.0240 -1.9890 3.5839 0.09
H 7.7736 -2.0094 3.3709 0.12
H 6.1681 -3.6534 5.3737 0.11
H 7.3723 -4.2626 4.2339 0.11
H 9.1875 -3.2507 5.4743 0.11
H 8.0916 -3.6484 6.8124 0.11
H 6.2137 -0.8631 5.7234 0.12
H 7.5975 -0.1469 4.8757 0.11
```



2 unconnected molecules or ions with the total composition C6H9N3O in a non-equilibrium geometry, computed with wB97M-V/def2-TZVPD.

* HOMO (alpha / beta): -6.694 / -9.606 eV
* DFT total energy: -473.3279 hartree
* strongest force on any atom: 0.1065 Eh/bohr
* charge: 0
* Kohn-Sham gap (alpha / beta): 7.43 / 7.58 eV
* multiplicity: 3

```
19
Properties=species:S:1:pos:R:3:nbo_charge:R:1
C 1.0344 -0.9343 1.0238 0.04
C 1.2002 -0.8220 -0.3817 -0.21
C 1.8094 0.6154 -0.4965 0.50
C 0.8504 -1.6070 -1.3871 -0.39
C -1.2716 1.5119 -0.2083 -0.47
C -2.4290 -0.4948 0.2212 -0.08
N 1.4619 0.1566 1.5763 -0.32
N 1.8858 1.0512 0.7744 -0.17
N -1.5963 0.3618 0.6267 -0.42
O 2.0771 1.2048 -1.5221 -0.49
H 0.8687 -1.7385 1.7314 0.21
H 1.2165 -1.2058 -2.2679 0.22
H 0.3832 -2.4341 -1.1011 0.19
H -1.1095 1.2950 -1.2332 0.20
H -2.1405 2.2841 -0.1760 0.20
H -0.5074 2.1116 0.1776 0.21
H -2.8035 -0.3125 -0.8225 0.16
H 1.5774 0.3921 2.5624 0.41
H -2.5074 -1.4356 0.9026 0.19
```



A molecular structure, C24H27AsCeCl2O2P in a non-equilibrium geometry, computed with wB97M-V/def2-TZVPD.

* HOMO (alpha / beta): -13.732 / -13.732 eV
* DFT total energy: -5053.3453 hartree
* strongest force on any atom: 0.1094 Eh/bohr
* charge: +2
* Kohn-Sham gap (alpha / beta): 6.16 / 6.17 eV
* multiplicity: 2

```
58
Properties=species:S:1:pos:R:3:nbo_charge:R:1
C -1.1396 5.6286 -3.3984 -0.76
C -0.8829 4.3509 -2.7006 0.71
H -1.0533 6.4783 -2.7016 0.30
H -2.1564 5.6071 -3.8255 0.30
H -0.4181 5.7465 -4.2281 0.31
O -0.3595 4.1492 -1.5891 -0.54
Cl -1.4492 2.7673 -3.7158 0.05
Ce 0.0222 1.7300 -1.6705 1.09
P 2.8764 1.6709 -1.1917 0.89
C 4.0052 2.2651 0.1016 -0.93
C 3.9145 0.3682 -1.9400 -0.91
H 2.2947 2.9477 -3.2355 0.24
H 4.0436 2.9466 -2.8513 0.28
H 2.9313 4.0113 -1.9330 0.26
C 3.0349 3.0313 -2.4215 -0.93
H 3.3955 -0.0739 -2.7976 0.27
H 4.8752 0.7931 -2.2629 0.26
H 4.9646 2.5735 -0.3421 0.27
H 4.1889 1.4624 0.8285 0.27
H 4.0954 -0.4197 -1.1968 0.26
H 3.5599 3.1154 0.6296 0.25
C 0.8890 1.6630 0.7565 0.47
O 1.2665 1.9367 1.8305 -0.41
Cl 0.8501 0.2718 -3.6446 -0.41
C 1.6442 -3.7028 3.3998 -0.18
C 2.1325 -3.4724 2.1073 -0.18
C 1.5376 -2.5117 1.2808 -0.27
C 0.4291 -1.7794 1.7426 -0.18
C -0.0550 -2.0017 3.0381 -0.27
C 0.5577 -2.9569 3.8643 -0.19
As -0.4838 -0.6181 0.4105 0.83
C -1.3191 -2.1657 -0.5067 -0.21
C -1.0912 -2.3225 -1.8802 -0.27
C -1.6062 -3.4370 -2.5461 -0.19
C -2.3091 -4.4181 -1.8367 -0.18
C -2.5033 -4.2772 -0.4586 -0.19
C -2.0097 -3.1449 0.2104 -0.25
C -1.9742 -0.0118 1.5439 -0.25
C -3.3019 -0.2555 1.1715 -0.26
C -4.3440 0.1591 2.0152 -0.19
C -4.0617 0.8606 3.1948 -0.18
C -2.7376 1.1706 3.5200 -0.19
C -1.6974 0.7414 2.6894 -0.27
H 2.1050 -4.4569 4.0380 0.24
H 2.9803 -4.0513 1.7393 0.23
H 1.9145 -2.3463 0.2738 0.21
H -0.9146 -1.4503 3.4158 0.23
H 0.1688 -3.1183 4.8738 0.24
H -0.5094 -1.5746 -2.4224 0.21
H -1.4559 -3.5453 -3.6210 0.23
H -2.6993 -5.2956 -2.3579 0.24
H -3.0393 -5.0456 0.1075 0.24
H -2.1580 -3.0411 1.2895 0.23
H -3.5185 -0.7714 0.2317 0.23
H -5.3796 -0.0696 1.7481 0.24
H -4.8746 1.1687 3.8559 0.24
H -2.5100 1.7428 4.4196 0.24
H -0.6652 0.9778 2.9478 0.22
```



2 unconnected molecules or ions with the total composition C9H6Br2NO2S in a non-equilibrium geometry, computed with wB97M-V/def2-TZVPD.

* HOMO: -4.290 eV
* DFT total energy: -6098.1008 hartree
* strongest force on any atom: 0.0870 Eh/bohr
* charge: -1
* Kohn-Sham gap: 6.55 eV
* multiplicity: 1

```
21
Properties=species:S:1:pos:R:3:nbo_charge:R:1
C -2.6852 -0.2246 -0.1832 -0.15
C -2.0694 -1.4968 -0.3536 -0.25
C -1.9131 0.9460 0.0291 -0.28
C 0.1241 -0.3198 -0.3653 -0.20
C -0.6522 -1.4936 -0.3192 -0.19
C -0.6083 0.8885 -0.2674 0.00
C 4.0264 -0.2746 0.0106 0.80
C 1.6233 -0.8492 -0.3323 0.31
C 2.7028 0.0991 -0.4506 -0.61
N 1.7532 -2.1281 -0.2469 -0.63
O 4.8468 0.5232 0.2989 -0.56
O 4.3039 -1.6622 0.0915 -0.75
S 0.2176 -2.9552 -0.2026 0.56
Br 0.2644 2.6183 -0.3329 0.02
Br -6.2780 0.1927 0.4355 -0.95
H -3.8419 -0.1453 -0.0002 0.31
H -2.6427 -2.3916 -0.2411 0.23
H -2.5085 1.8501 0.0604 0.25
H 2.4087 1.1196 -0.1342 0.28
H 2.7417 0.1982 -1.5480 0.27
H 3.3997 -2.2245 0.1618 0.52
```



CH4O2S in the gas phase in a non-equilibrium geometry, computed with wB97M-V/def2-TZVPD.

* HOMO: -10.945 eV
* DFT total energy: -589.0950 hartree
* strongest force on any atom: 0.1113 Eh/bohr
* charge: 0
* Kohn-Sham gap: 11.38 eV
* multiplicity: 1

```
8
Properties=species:S:1:pos:R:3:nbo_charge:R:1
C -0.8946 0.0927 0.3448 -0.88
S 0.8379 -0.0665 -0.1736 1.97
O 1.5469 1.2358 0.0198 -0.92
O 1.4564 -1.2776 0.1867 -0.92
H -1.3178 -0.4166 -0.5415 0.24
H -1.0396 -0.4819 1.3609 0.27
H -1.2739 1.1895 0.4799 0.28
H 0.6847 -0.2755 -1.6771 -0.04
```